Here is a cluster of 2 separate species, C4H10S in total at a distorted geometry from OMol25. Energies are from ωB97M-V/def2-TZVPD.

Positions of all 15 atoms, in Å:
H: 3.384 -0.172 -4.314
S: -3.898 0.058 4.610
H: 3.237 2.222 -3.952
H: 1.787 -0.943 -4.363
C: 1.793 0.862 -3.233
C: 2.273 2.067 -3.476
H: 0.935 0.595 -2.632
H: -2.903 0.709 5.196
C: -3.442 -1.511 5.410
H: -3.507 -1.346 6.481
H: 2.764 -1.030 -2.913
H: -4.186 -2.266 5.172
H: -2.494 -1.870 5.024
H: 1.758 3.006 -3.266
C: 2.501 -0.380 -3.742

- Gap between HOMO and LUMO: 10.14 eV
- Lowest unoccupied orbital energy: 1.05 eV
- Energy above the lowest of the compared OMol25 structures with the same formula, charge and spin: 1.121 eV
- SMILES: C=CC.CS
- Electronic energy: -15144.2465 eV
- HOMO: -9.088 eV